Here is 6 unconnected molecules or ions with the total composition C26H62N2O6 in a non-equilibrium geometry from the OMol25 dataset. Energies are from ωB97M-V/def2-TZVPD.

Total charge: 0
2S+1: 1
Strongest force on any atom in Eh/bohr: 0.0710
Energy relative to the best compared isomer or geometry (same formula, charge and spin) in kcal per mole: 0.0
E_LUMO in eV: 0.2981
Gap between HOMO and LUMO in eV: 8.387
SMILES: CC1(C)CCCC(C)(C)N1O.CC1(C)CCCC(C)(C)N1O.CCO.CCO.CCO.CCO

XYZ file:
```
96
C26H62N2O6 ωB97M-V/def2-TZVPD
O -1.27 -1.52 -1.86
O 2.38 3.19 -3.92
O -4.56 -1.99 1.21
O 0.08 -2.36 2.20
O -0.01 2.87 6.55
O -1.97 -1.10 0.92
N 0.72 -1.23 2.80
N 1.87 2.11 -4.68
C -3.24 -0.66 -2.87
C -1.95 0.21 1.44
C -0.59 -1.55 4.76
C -0.34 3.03 -4.64
C 1.53 -0.30 4.87
C 2.92 1.05 -4.44
C 4.15 1.56 -5.19
C 0.83 -1.46 4.24
C 2.62 0.34 2.58
C 1.62 -2.72 4.71
C 0.54 1.88 -4.14
C 0.32 1.80 -2.62
C 0.96 -0.50 -4.63
C -2.31 -1.89 -2.68
C -0.89 2.76 5.41
C 0.04 0.64 -4.86
C -5.78 -2.68 -0.70
C 1.93 -0.92 1.98
C -4.69 -3.13 0.28
C 2.95 -2.10 1.89
C 1.41 -0.58 0.51
C 3.40 0.83 -2.96
C -2.57 1.25 0.48
C 2.80 0.18 4.13
C -0.35 3.14 4.11
C 2.40 -0.21 -5.06
H 2.33 3.92 -4.56
H -0.08 0.90 -5.92
H -6.09 -3.48 -1.35
H 0.87 -0.79 -3.58
H 0.03 3.32 -5.63
H -1.83 -2.20 -3.59
H 0.03 0.80 -2.37
H -2.55 2.24 0.89
H 2.00 1.18 2.40
H -2.02 1.32 -0.46
H -1.79 3.40 5.55
H -3.77 -3.30 -0.21
H 3.63 -1.81 1.11
H -1.60 -1.36 -0.99
H 1.09 -3.61 4.35
H -4.06 -0.79 -3.64
H -0.96 0.52 1.71
H 2.63 -2.77 4.38
H 2.99 -1.08 -4.79
H 0.67 -1.36 -5.22
H 2.40 -3.02 1.67
H 3.83 1.80 -6.21
H -2.90 -2.76 -2.20
H 2.44 0.00 -6.13
H 3.18 1.15 4.59
H 3.59 -2.21 2.81
H 0.80 0.53 4.77
H 4.34 0.40 -2.96
H -1.23 -0.73 4.36
H -0.44 2.49 -2.34
H 2.77 0.11 -2.41
H 1.22 2.04 -2.10
H -1.31 1.74 5.38
H 2.24 -0.32 -0.11
H -4.86 -4.04 0.92
H -0.93 0.33 -4.49
H -1.12 -2.41 4.35
H 1.01 -1.47 0.06
H -3.65 0.90 0.31
H -4.96 -2.18 2.05
H -0.40 3.85 -3.93
H 0.74 3.43 6.29
H -2.53 0.29 2.30
H -1.35 2.70 -4.83
H 4.93 0.82 -5.17
H -0.04 4.18 4.03
H 3.65 -0.51 4.22
H -2.70 0.20 -3.23
H -2.86 -1.45 1.17
H 0.48 2.53 3.91
H -6.64 -2.45 -0.04
H -1.02 3.02 3.26
H -3.72 -0.43 -1.89
H 4.49 2.53 -4.78
H -0.66 -1.61 5.85
H 3.62 0.44 2.18
H 0.68 0.26 0.55
H 1.69 -0.42 5.96
H 3.38 1.83 -2.36
H 1.55 -2.74 5.80
H -5.47 -1.76 -1.26
H -0.73 -2.02 1.75
```